{
  "formula": "C20H36O18",
  "method": "ωB97M-V/def2-TZVPD",
  "e_above_lowest_kcal_mol": 162.56,
  "multiplicity": 1,
  "total_energy_ev": -58170.7571,
  "symbols": ["C", "C", "C", "O", "C", "O", "O", "H", "H", "H", "H", "H", "H", "C", "C", "C", "O", "C", "O", "O", "H", "H", "H", "H", "H", "H", "C", "O", "C", "O", "O", "C", "H", "H", "H", "H", "H", "H", "C", "O", "C", "O", "O", "C", "H", "H", "H", "H", "H", "H", "C", "O", "C", "O", "O", "C", "H", "H", "H", "H", "H", "H", "C", "O", "C", "O", "O", "C", "H", "H", "H", "H", "H", "H"],
  "coordinates": [[1.42, -4.51, 6.95], [1.44, -3.04, 7.26], [2.14, -2.27, 6.29], [1.07, -2.02, 5.36], [-0.11, -2.11, 5.92], [-1.23, -1.82, 5.47], [0.16, -2.41, 7.19], [1.00, -4.77, 5.97], [0.79, -4.98, 7.73], [2.33, -5.00, 6.86], [1.88, -2.89, 8.27], [2.98, -2.71, 5.80], [2.43, -1.31, 6.69], [4.90, 2.19, -5.62], [4.47, 3.24, -4.68], [3.03, 2.99, -4.19], [3.33, 2.77, -2.83], [4.52, 2.91, -2.48], [4.93, 2.87, -1.33], [5.22, 3.15, -3.50], [5.92, 2.29, -5.77], [4.29, 2.11, -6.57], [4.75, 1.22, -5.17], [4.62, 4.32, -5.05], [2.57, 2.08, -4.58], [2.35, 3.86, -4.41], [-0.50, -1.49, -0.11], [0.86, -1.27, -0.46], [1.73, -0.85, 0.50], [1.34, -0.95, 1.82], [2.91, -0.28, 0.18], [3.72, 0.39, 1.08], [-0.92, -0.69, 0.41], [-0.61, -2.28, 0.65], [-1.18, -1.61, -0.95], [3.74, -0.25, 1.98], [3.19, 1.25, 1.40], [4.74, 0.60, 0.79], [-0.71, 3.54, -6.42], [-0.58, 2.17, -6.14], [-0.34, 1.68, -4.84], [-0.33, 2.53, -3.71], [-0.08, 0.33, -4.85], [0.26, -0.33, -3.66], [-0.90, 3.67, -7.49], [0.21, 4.08, -6.23], [-1.57, 3.87, -5.87], [0.93, 0.31, -3.12], [0.47, -1.38, -3.82], [-0.70, -0.40, -3.13], [-8.88, -2.87, 0.96], [-7.50, -3.33, 0.71], [-6.51, -2.54, 1.01], [-6.70, -1.33, 1.65], [-5.33, -2.87, 0.56], [-4.27, -2.07, 0.38], [-9.19, -1.87, 1.32], [-9.40, -3.60, 1.48], [-9.31, -2.88, 0.01], [-4.01, -1.78, 1.44], [-4.53, -1.16, -0.11], [-3.55, -2.63, -0.13], [0.69, 2.70, -0.61], [0.51, 2.42, 0.78], [-0.67, 2.01, 1.26], [-1.82, 2.23, 0.53], [-0.69, 1.36, 2.39], [-1.75, 0.43, 2.76], [0.54, 1.78, -1.20], [1.69, 3.16, -0.56], [-0.08, 3.49, -0.90], [-2.65, 1.07, 3.13], [-1.30, -0.29, 3.46], [-2.17, -0.19, 2.02]]
}

---

{
  "formula": "C43H93N7O32",
  "method": "ωB97M-V/def2-TZVPD",
  "e_above_lowest_kcal_mol": 38.69,
  "multiplicity": 1,
  "total_energy_ev": -122030.0704,
  "symbols": ["C", "N", "O", "O", "H", "H", "H", "C", "N", "O", "O", "H", "H", "H", "C", "N", "O", "O", "H", "H", "H", "C", "N", "O", "O", "H", "H", "H", "C", "N", "O", "O", "H", "H", "H", "C", "N", "O", "O", "H", "H", "H", "C", "N", "O", "O", "H", "H", "H", "O", "C", "O", "C", "C", "C", "H", "H", "H", "H", "H", "H", "H", "H", "O", "C", "O", "C", "C", "C", "H", "H", "H", "H", "H", "H", "H", "H", "O", "C", "O", "C", "C", "C", "H", "H", "H", "H", "H", "H", "H", "H", "O", "C", "O", "C", "C", "C", "H", "H", "H", "H", "H", "H", "H", "H", "O", "C", "O", "C", "C", "C", "H", "H", "H", "H", "H", "H", "H", "H", "O", "C", "O", "C", "C", "C", "H", "H", "H", "H", "H", "H", "H", "H", "O", "C", "O", "C", "C", "C", "H", "H", "H", "H", "H", "H", "H", "H", "O", "C", "O", "C", "C", "C", "H", "H", "H", "H", "H", "H", "H", "H", "O", "C", "O", "C", "C", "C", "H", "H", "H", "H", "H", "H", "H", "H"],
  "coordinates": [[-4.17, 0.48, -1.96], [-4.32, -0.96, -1.96], [-3.62, -1.54, -2.77], [-4.97, -1.49, -1.09], [-4.61, 0.99, -1.10], [-4.63, 0.93, -2.84], [-3.11, 0.68, -2.13], [-6.01, 0.57, 1.55], [-5.76, 2.01, 1.72], [-6.25, 2.81, 0.93], [-4.91, 2.31, 2.59], [-5.02, 0.12, 1.60], [-6.65, 0.37, 0.69], [-6.54, 0.23, 2.44], [-0.10, 3.09, 3.27], [1.24, 3.51, 3.79], [2.02, 4.18, 3.08], [1.37, 3.27, 5.00], [-0.19, 2.01, 3.37], [-0.07, 3.29, 2.19], [-0.88, 3.64, 3.81], [5.16, 3.95, -1.49], [4.30, 2.89, -2.06], [4.59, 1.74, -1.79], [3.28, 3.27, -2.68], [4.82, 4.14, -0.47], [5.02, 4.82, -2.14], [6.23, 3.79, -1.40], [-0.05, -2.03, -2.92], [-0.81, -1.28, -3.97], [-1.14, -1.95, -4.94], [-1.04, -0.09, -3.73], [-0.32, -3.08, -2.85], [-0.31, -1.67, -1.93], [1.02, -1.89, -3.10], [3.92, -1.77, -0.97], [3.29, -3.09, -0.82], [2.07, -3.03, -0.60], [3.92, -4.12, -1.01], [3.21, -1.03, -1.37], [4.67, -1.68, -1.76], [4.38, -1.51, -0.02], [1.50, 4.24, -5.11], [1.35, 5.74, -5.20], [0.34, 6.17, -5.75], [2.27, 6.45, -4.84], [0.92, 3.75, -5.90], [1.18, 4.03, -4.09], [2.54, 3.93, -5.15], [-6.33, -3.48, 4.51], [-6.33, -2.38, 3.99], [-5.96, -2.06, 2.75], [-5.75, -3.14, 1.70], [-4.26, -3.46, 1.76], [-6.82, -1.23, 4.86], [-6.02, -2.64, 0.77], [-6.34, -4.01, 1.96], [-4.02, -3.95, 2.70], [-3.67, -2.55, 1.66], [-4.03, -4.20, 0.98], [-7.22, -1.68, 5.77], [-7.57, -0.61, 4.37], [-5.89, -0.70, 5.09], [-0.74, -2.12, 4.12], [-1.89, -2.30, 4.53], [-2.79, -1.34, 4.85], [-2.53, 0.05, 4.60], [-2.09, 0.74, 5.90], [-2.46, -3.64, 4.98], [-3.50, 0.46, 4.31], [-1.77, 0.27, 3.85], [-1.22, 0.25, 6.36], [-2.90, 0.74, 6.62], [-1.72, 1.76, 5.77], [-3.54, -3.62, 5.07], [-2.07, -3.71, 6.00], [-2.21, -4.56, 4.46], [-2.31, 0.16, 1.02], [-1.29, -0.34, 0.58], [-0.42, 0.32, -0.27], [-0.63, 1.69, -0.60], [0.61, 2.13, -1.34], [-0.77, -1.73, 0.94], [-0.82, 2.24, 0.32], [-1.53, 1.82, -1.19], [1.05, 3.01, -0.88], [0.36, 2.12, -2.40], [1.35, 1.34, -1.26], [-0.94, -2.41, 0.10], [-1.21, -2.05, 1.88], [0.30, -1.68, 1.16], [3.53, 1.87, -7.29], [4.31, 0.92, -7.13], [4.12, -0.14, -6.42], [2.97, -0.30, -5.61], [3.22, 0.32, -4.24], [5.72, 0.93, -7.71], [2.82, -1.38, -5.49], [2.08, 0.01, -6.15], [2.30, 0.30, -3.65], [3.48, 1.37, -4.31], [4.00, -0.16, -3.66], [5.95, -0.04, -8.14], [6.47, 1.28, -7.01], [5.67, 1.66, -8.52], [3.16, 8.25, -0.68], [3.55, 7.36, -1.48], [2.93, 6.23, -1.83], [1.64, 5.92, -1.47], [1.47, 5.46, 0.02], [4.81, 7.63, -2.27], [1.41, 5.06, -2.10], [0.94, 6.70, -1.77], [0.55, 4.91, 0.22], [1.53, 6.34, 0.66], [2.30, 4.80, 0.28], [5.29, 8.47, -1.78], [4.70, 8.01, -3.29], [5.42, 6.73, -2.31], [-1.76, -4.89, -0.15], [-0.82, -5.63, -0.17], [-0.54, -6.45, 0.80], [-1.40, -6.67, 1.92], [-0.73, -7.56, 2.94], [0.03, -5.75, -1.36], [-2.31, -7.12, 1.53], [-1.68, -5.78, 2.47], [-1.39, -7.91, 3.73], [0.06, -7.04, 3.47], [-0.36, -8.43, 2.40], [0.26, -6.80, -1.53], [0.90, -5.10, -1.26], [-0.46, -5.40, -2.27], [3.39, -4.55, 2.48], [2.33, -5.23, 2.43], [2.21, -6.54, 2.10], [3.46, -7.14, 1.77], [3.48, -8.59, 2.21], [1.11, -4.58, 2.95], [4.31, -6.60, 2.18], [3.59, -7.22, 0.69], [4.47, -9.05, 2.32], [2.90, -9.18, 1.49], [3.01, -8.80, 3.16], [0.35, -4.68, 2.18], [1.27, -3.55, 3.27], [0.72, -5.12, 3.81], [-1.86, 4.25, -2.60], [-2.67, 3.81, -3.46], [-4.01, 4.13, -3.51], [-4.64, 5.12, -2.61], [-5.55, 4.38, -1.58], [-2.22, 2.95, -4.58], [-5.29, 5.79, -3.17], [-3.88, 5.75, -2.15], [-6.19, 5.03, -0.99], [-4.98, 3.79, -0.86], [-6.15, 3.59, -2.04], [-1.68, 2.07, -4.24], [-1.68, 3.58, -5.29], [-3.13, 2.52, -5.00], [2.41, 1.32, 1.59], [3.54, 1.38, 2.01], [4.16, 0.46, 2.87], [3.47, -0.58, 3.37], [2.90, -0.14, 4.70], [4.36, 2.61, 1.78], [4.07, -1.41, 3.74], [2.66, -0.88, 2.71], [2.30, -0.92, 5.17], [2.36, 0.81, 4.65], [3.70, 0.02, 5.43], [4.72, 3.16, 2.65], [3.97, 3.33, 1.07], [5.31, 2.25, 1.39]]
}

---

{
  "formula": "C29H33MnN5O5S2",
  "method": "ωB97M-V/def2-TZVPD",
  "e_above_lowest_kcal_mol": 3.26,
  "multiplicity": 5,
  "total_energy_ev": -101284.0538,
  "charge": 1,
  "symbols": ["Mn", "O", "C", "C", "C", "C", "C", "C", "C", "O", "N", "N", "C", "S", "C", "C", "S", "H", "H", "H", "H", "H", "H", "H", "H", "H", "O", "C", "C", "O", "O", "C", "C", "C", "C", "C", "C", "C", "C", "C", "C", "C", "C", "H", "H", "H", "H", "H", "H", "H", "H", "H", "H", "H", "C", "N", "C", "C", "N", "N", "C", "C", "H", "H", "H", "H", "H", "H", "H", "H", "H", "H", "H", "H", "H"],
  "coordinates": [[-0.69, 0.16, 0.14], [-3.92, -2.12, 3.91], [-4.66, -1.88, 2.82], [-6.00, -2.27, 2.88], [-6.83, -2.07, 1.80], [-6.36, -1.46, 0.63], [-5.05, -1.08, 0.57], [-4.18, -1.27, 1.65], [-2.79, -0.84, 1.53], [-2.43, -0.31, 0.36], [-1.96, -0.98, 2.50], [-0.68, -0.49, 2.16], [0.12, -0.44, 3.17], [-0.44, -0.84, 4.76], [1.19, -0.72, 5.53], [1.97, 0.36, 4.81], [1.78, 0.06, 3.04], [-3.01, -1.80, 3.73], [-6.35, -2.74, 3.79], [-7.87, -2.38, 1.87], [-7.03, -1.30, -0.21], [-4.66, -0.60, -0.32], [1.69, -1.68, 5.45], [1.04, -0.47, 6.58], [3.04, 0.33, 5.03], [1.59, 1.36, 5.03], [1.18, 0.81, 0.00], [1.45, 2.20, -0.45], [0.05, 2.78, -0.70], [-0.05, 3.89, -1.13], [-0.95, 1.96, -0.43], [2.25, 2.15, -1.73], [2.74, 3.35, -2.26], [3.45, 3.35, -3.45], [3.69, 2.16, -4.13], [3.21, 0.97, -3.61], [2.49, 0.96, -2.42], [2.15, 2.88, 0.71], [1.40, 3.47, 1.73], [2.03, 3.95, 2.86], [3.41, 3.85, 2.99], [4.16, 3.27, 1.98], [3.53, 2.79, 0.84], [2.02, 0.36, 0.18], [2.54, 4.28, -1.73], [3.82, 4.29, -3.84], [4.25, 2.17, -5.05], [3.40, 0.04, -4.13], [2.10, 0.02, -2.05], [0.33, 3.56, 1.63], [1.45, 4.43, 3.64], [3.91, 4.24, 3.88], [5.24, 3.20, 2.07], [4.12, 2.35, 0.04], [-1.76, -1.78, -4.09], [-0.77, -1.24, -3.15], [-0.89, 0.20, -2.93], [-0.25, -2.01, -2.16], [-0.13, -1.54, -0.93], [0.16, -3.26, -2.47], [0.37, -4.24, -1.41], [0.76, -3.60, -3.77], [-2.75, -1.42, -3.81], [-1.78, -2.86, -4.06], [-1.54, -1.44, -5.10], [-1.11, 0.67, -3.88], [0.05, 0.61, -2.58], [-1.69, 0.45, -2.24], [0.39, -2.18, -0.35], [1.36, -4.16, -0.96], [0.27, -5.24, -1.83], [-0.39, -4.14, -0.64], [0.89, -2.70, -4.36], [0.16, -4.32, -4.32], [1.75, -4.04, -3.59]]
}

---

{
  "formula": "C5H8N2",
  "method": "ωB97M-V/def2-TZVPD",
  "e_above_lowest_kcal_mol": 63.49,
  "multiplicity": 1,
  "total_energy_ev": -8292.2432,
  "symbols": ["C", "N", "C", "N", "C", "C", "C", "H", "H", "H", "H", "H", "H", "H", "H"],
  "coordinates": [[-2.43, 0.33, -0.49], [-1.18, -0.11, 0.20], [-0.32, -0.64, 1.84], [0.88, -0.59, 1.45], [1.12, -0.11, 0.22], [2.50, 0.07, -0.31], [-0.06, 0.18, -0.44], [-2.21, 0.78, -1.48], [-3.11, -0.50, -0.68], [-2.98, 1.09, 0.07], [-0.68, -1.51, 2.40], [3.21, -0.44, 0.33], [2.57, -0.35, -1.32], [2.77, 1.13, -0.37], [-0.07, 0.65, -1.42]]
}

---

{
  "formula": "C29H44BrClKMg2NO7S",
  "method": "ωB97M-V/def2-TZVPD",
  "multiplicity": 1,
  "total_energy_ev": -167182.7707,
  "symbols": ["C", "C", "C", "C", "C", "C", "O", "O", "C", "C", "C", "C", "C", "C", "C", "C", "C", "C", "N", "O", "C", "C", "C", "C", "C", "C", "C", "C", "C", "C", "S", "H", "H", "H", "H", "H", "H", "H", "H", "H", "H", "H", "H", "H", "H", "H", "H", "H", "H", "H", "H", "H", "H", "H", "H", "H", "H", "H", "H", "H", "H", "H", "H", "H", "H", "H", "H", "O", "C", "C", "O", "H", "H", "H", "H", "K", "C", "O", "H", "H", "H", "Mg", "Br", "Mg", "Cl", "O", "H"],
  "coordinates": [[2.11, 1.61, 1.96], [2.91, 2.73, 1.44], [2.61, 3.20, -0.08], [1.65, 2.11, -0.76], [2.39, 1.00, -1.62], [3.99, 0.96, -1.80], [4.55, 1.55, -2.78], [4.80, 0.29, -0.84], [1.44, -0.08, -2.30], [2.09, -1.26, -3.17], [3.01, -2.13, -2.11], [2.42, -2.42, -0.66], [3.22, -3.19, 0.46], [4.67, -3.73, 0.14], [5.30, -3.46, -1.33], [6.80, -4.00, -1.75], [4.48, -2.68, -2.42], [-0.10, 0.04, -2.11], [-0.76, 1.05, -1.30], [-2.09, 1.20, -1.12], [-2.78, -0.07, -0.95], [-4.00, 0.15, 0.12], [-3.74, -0.86, 1.38], [-5.45, -0.18, -0.50], [-6.59, -0.18, 0.68], [-5.57, -1.60, -1.24], [0.10, 2.07, -0.64], [-0.58, 3.26, 0.23], [-1.33, 4.28, -0.81], [-2.94, 4.39, -0.46], [-4.04, 4.02, -1.95], [1.07, 1.77, 2.44], [2.44, 0.50, 1.88], [3.74, 3.23, 2.04], [2.07, 4.22, -0.10], [3.58, 3.36, -0.70], [4.28, 0.35, 0.00], [2.73, -0.89, -4.06], [1.26, -1.99, -3.51], [1.37, -2.05, -0.35], [2.70, -3.36, 1.46], [5.23, -4.28, 0.97], [7.32, -4.46, -0.84], [7.42, -3.12, -2.12], [6.76, -4.76, -2.62], [5.01, -2.53, -3.45], [-0.73, -0.76, -2.65], [-3.19, -0.36, -2.00], [-2.13, -0.90, -0.49], [-3.96, 1.24, 0.51], [-2.61, -0.89, 1.60], [-4.31, -0.48, 2.30], [-4.08, -1.91, 1.04], [-5.79, 0.66, -1.22], [-7.55, 0.38, 0.37], [-6.22, 0.27, 1.66], [-6.87, -1.29, 0.91], [-5.75, -2.46, -0.50], [-6.53, -1.54, -1.90], [-4.70, -1.86, -1.93], [0.17, 3.82, 0.88], [-1.36, 2.72, 0.90], [-0.79, 5.30, -0.69], [-1.19, 3.86, -1.90], [-3.24, 3.65, 0.37], [-3.13, 5.45, -0.05], [-3.21, 3.41, -2.91], [-5.06, -3.98, 5.97], [-5.09, -4.15, 4.68], [-5.81, -2.84, 3.99], [-5.85, -3.02, 2.70], [-5.65, -5.02, 4.30], [-4.12, -4.26, 4.17], [-5.25, -1.97, 4.36], [-6.77, -2.73, 4.51], [4.03, -2.62, -4.89], [4.64, 1.22, 4.10], [5.18, 0.63, 5.18], [3.54, 1.28, 4.05], [4.91, 2.28, 3.92], [4.88, 0.78, 3.11], [4.84, -5.58, -0.94], [7.03, 0.53, 4.81], [-1.86, 4.72, -2.90], [8.25, 1.12, 2.36], [-0.52, 5.70, -6.45], [0.36, 5.55, -6.10]]
}

---

{
  "formula": "C13H19ClN2O2SW",
  "method": "ωB97M-V/def2-TZVPD",
  "e_above_lowest_kcal_mol": 0.00,
  "multiplicity": 3,
  "total_energy_ev": -46032.3896,
  "charge": 2,
  "symbols": ["Cl", "C", "C", "C", "H", "C", "C", "H", "H", "H", "C", "W", "C", "C", "O", "O", "H", "H", "H", "C", "C", "N", "C", "S", "N", "C", "C", "H", "H", "H", "H", "H", "H", "H", "H", "H", "H", "H", "H"],
  "coordinates": [[1.35, 2.24, -1.70], [-1.27, 3.84, 0.91], [-2.21, 2.84, 1.32], [-2.79, 2.27, 0.14], [-2.52, 2.64, 2.34], [-2.18, 2.88, -1.01], [-1.24, 3.85, -0.52], [-0.62, 4.49, -1.16], [-0.72, 4.50, 1.57], [-3.61, 1.56, 0.10], [-2.50, 2.64, -2.45], [-0.66, 1.76, 0.12], [-0.90, 0.47, 1.65], [1.32, 2.03, 0.99], [-1.00, -0.30, 2.53], [2.35, 2.06, 1.51], [-2.95, 1.65, -2.60], [-1.60, 2.72, -3.07], [-3.22, 3.39, -2.80], [3.63, -2.09, -0.56], [2.45, -1.34, 0.00], [1.37, -1.14, -1.03], [0.07, -1.30, -0.72], [-1.16, -0.16, -1.25], [-0.38, -2.29, 0.05], [0.28, -3.59, 0.27], [0.23, -3.95, 1.74], [3.33, -3.02, -1.06], [4.31, -2.35, 0.26], [4.19, -1.47, -1.28], [2.01, -1.87, 0.86], [2.75, -0.34, 0.36], [1.55, -0.31, -1.62], [-1.40, -2.28, 0.20], [-0.26, -4.35, -0.32], [1.30, -3.54, -0.12], [-0.80, -4.09, 2.08], [0.78, -4.88, 1.91], [0.69, -3.17, 2.36]]
}